(1)
This record from the OMol25 dataset describes a 2-piece molecular cluster, C16H34F6N2O3PSi overall in a non-equilibrium geometry. The level of theory is ωB97M-V with the def2-TZVPD basis set.

Summary:
Total energy (eV): -59740.0290
Net charge: -1

The geometry in XYZ format:
```
63
Properties=species:S:1:pos:R:3:forces:R:3:mulliken_charge:R:1
C -0.921 -3.807 4.873 0.28 0.09 -1.04 -1.2518
C -0.564 -3.550 3.311 -1.15 -0.62 0.91 0.5152
C -1.602 -4.486 2.491 0.64 0.24 -0.39 -1.0218
C -0.776 -1.972 2.975 -0.25 -1.34 0.23 -1.0787
C -0.875 -1.817 1.390 1.08 1.03 0.52 -0.7344
N 0.349 -2.546 0.870 0.29 0.10 -1.33 -0.4467
C 1.093 -1.623 -0.041 0.68 1.57 -1.04 0.3165
O 2.307 -1.486 -0.222 -3.93 -0.97 0.95 -0.5806
C -0.143 -0.790 -0.691 1.79 -0.19 0.61 -0.8522
C -0.819 -0.345 0.725 -1.21 -1.74 -1.19 1.7630
O -0.135 0.641 1.523 0.05 -0.06 -1.22 -0.4181
C 0.598 1.587 0.713 0.97 0.46 -0.78 0.5017
C 1.061 2.913 1.484 -0.73 -0.21 -0.02 -1.1153
N 2.355 3.379 0.900 -1.21 -0.32 0.40 -0.3591
C 2.220 3.756 -0.535 0.25 -0.04 -1.05 -0.5620
C 2.802 2.696 -1.579 0.18 -0.56 -0.53 1.1024
C 4.329 2.293 -1.357 -0.50 -0.12 -0.27 -1.3606
O 2.725 3.245 -2.933 -0.95 -0.13 1.51 -0.5398
Si -2.654 0.087 0.347 -0.86 1.71 -0.02 0.5081
C -3.795 0.087 1.904 -0.74 -0.40 0.22 -1.0271
C -3.497 -1.039 -0.951 -0.28 -0.97 -0.43 -1.0368
C -2.770 1.892 -0.363 0.03 0.08 -0.54 -1.0596
H -0.139 -3.279 5.505 -1.25 -0.54 -0.49 0.3079
H -1.979 -3.418 5.020 1.38 -0.34 0.24 0.3011
H -0.923 -4.923 5.131 0.13 1.54 -0.43 0.3674
H 0.512 -3.869 3.146 -1.43 0.45 -0.09 0.2549
H -2.671 -4.090 2.634 1.49 -0.60 -0.23 0.1976
H -1.553 -5.578 2.829 -0.07 1.59 -0.25 0.4061
H -1.348 -4.508 1.368 -0.53 0.10 1.67 0.1860
H 0.094 -1.409 3.444 -1.06 -0.49 -0.98 0.2604
H -1.718 -1.674 3.545 1.07 -0.13 -0.99 0.0803
H -1.828 -2.249 0.944 1.15 0.06 0.88 0.4596
H -0.037 -3.204 0.165 0.66 -0.04 0.74 0.3544
H 0.100 0.021 -1.446 -0.08 -0.95 1.13 0.3530
H -0.671 -1.632 -1.266 0.16 1.48 1.08 0.3190
H 1.556 1.070 0.332 -1.38 0.73 0.62 -0.0735
H 0.023 1.913 -0.232 0.58 -0.61 1.47 0.0305
H 0.283 3.746 1.345 1.06 -1.21 0.16 0.2846
H 1.123 2.739 2.616 0.21 0.07 -1.64 0.2746
H 3.014 2.607 1.052 -0.14 0.57 -0.47 0.3105
H 2.746 4.752 -0.748 -0.62 -1.35 0.33 0.3195
H 1.112 3.910 -0.794 1.49 -0.14 0.44 0.1857
H 2.178 1.728 -1.627 0.86 1.35 0.53 -0.3201
H 4.498 1.325 -1.952 -0.02 1.66 0.74 0.3357
H 4.978 3.156 -1.735 -0.81 -1.30 0.43 0.3388
H 4.604 2.075 -0.273 -0.49 0.34 -1.29 0.2937
H 1.774 3.157 -3.177 1.12 -0.04 -0.20 0.3513
H -3.946 1.139 2.328 0.44 -1.53 -0.37 0.2607
H -4.831 -0.263 1.554 1.36 0.47 0.48 0.3033
H -3.451 -0.664 2.695 -0.51 1.24 -0.90 0.2235
H -3.994 -1.944 -0.436 0.69 1.30 -0.84 0.2689
H -2.805 -1.434 -1.767 -0.91 0.53 1.06 0.2918
H -4.311 -0.438 -1.475 0.94 -0.75 0.73 0.3691
H -2.356 2.667 0.374 -0.57 -1.02 -1.17 0.2434
H -2.209 1.926 -1.366 -0.67 0.19 1.48 0.2347
H -3.862 2.132 -0.612 1.45 -0.23 0.49 0.3520
F 3.412 1.054 -5.085 0.71 -0.73 2.22 -0.3068
P 2.109 0.770 -5.993 0.44 0.03 -0.32 0.9863
F 1.235 1.234 -4.709 -0.04 -0.08 2.69 -0.2861
F 3.095 1.615 -6.955 -0.11 1.05 -2.24 -0.3510
F 0.907 1.653 -6.618 -0.90 0.60 -2.10 -0.3466
F 2.098 -0.709 -5.340 -0.09 -0.96 2.21 -0.3440
F 1.895 -0.218 -7.255 -0.12 0.07 -2.32 -0.3408
```
Forces are in eV/Å.

---

(2)
This record from the OMol25 dataset describes a 2-piece molecular cluster, C25H22NO2 overall in a non-equilibrium geometry. The level of theory is ωB97M-V with the def2-TZVPD basis set.

Summary:
Relative energy (zero: lowest compared OMol25 entry of this formula, charge and spin) (kcal per mole): 0.0
Total energy (eV): -31859.0222
Net charge: +1

The geometry in XYZ format:
```
50
Properties=species:S:1:pos:R:3:forces:R:3:mulliken_charge:R:1
C -2.069 -2.774 2.603 -0.84 -0.64 -0.04 -0.6417
O -1.258 -1.648 3.005 -0.12 1.97 -0.81 -0.2067
C -1.692 -0.456 2.696 0.65 -1.62 -0.20 -0.1163
C -0.761 0.588 2.449 0.31 0.42 0.41 0.7743
C -1.270 1.863 2.084 0.22 -0.63 0.28 -0.3305
C -0.388 2.914 1.873 -0.13 0.13 -0.14 -0.6632
C 0.998 2.705 1.994 -0.57 -0.32 -0.05 -0.3149
C 1.504 1.430 2.302 0.07 -0.12 -0.01 -0.5977
C 0.646 0.369 2.542 -0.70 0.37 -0.04 -0.3301
H -1.561 -3.662 2.985 -0.10 0.28 -0.16 0.2658
H -3.066 -2.685 3.046 0.27 0.08 0.06 0.2981
H -2.153 -2.781 1.506 0.29 -0.05 0.40 0.3677
H -2.767 -0.326 2.518 0.27 -0.10 0.14 0.3274
H -2.357 1.937 1.984 0.40 0.36 0.01 0.4033
H -0.786 3.894 1.588 0.29 -0.41 0.16 0.4040
H 1.678 3.540 1.817 -0.16 -0.30 0.06 0.4103
H 2.581 1.260 2.338 -0.31 0.14 0.05 0.3996
H 0.987 -0.632 2.793 0.14 0.26 -0.05 0.4801
C -1.764 -5.393 6.688 -0.24 0.11 -0.23 -0.4279
C -2.938 -5.149 5.961 0.19 0.35 0.14 -0.6512
C -3.312 -3.837 5.665 0.20 -0.02 0.07 -0.2618
C -2.517 -2.763 6.083 0.18 0.01 0.02 0.5236
C -2.934 -1.365 5.695 0.34 0.98 0.70 0.5083
C -2.533 -0.321 6.555 0.40 -1.71 0.50 -0.7761
N -2.969 0.990 6.489 -0.93 0.56 -0.33 0.3339
C -4.111 1.307 5.808 1.08 -0.17 0.55 -0.2253
C -4.599 2.603 5.780 0.37 0.73 0.36 -0.9446
C -3.934 3.610 6.464 -0.89 -0.28 -0.70 -0.4789
C -2.764 3.321 7.180 0.68 -0.35 0.33 0.8071
C -2.270 1.983 7.198 -0.64 0.42 -0.44 0.8837
C -1.099 1.681 7.891 1.22 0.27 0.82 -0.6078
C -0.401 2.672 8.587 -0.74 -0.59 -0.65 -0.8080
C -0.873 3.999 8.577 -0.48 0.22 -0.26 -0.5408
C -2.030 4.320 7.881 0.45 -0.21 0.26 -0.8917
O -3.592 -1.170 4.643 -0.34 -0.26 -0.46 -0.8253
C -1.358 -3.012 6.837 -0.33 -0.28 -0.07 -0.4944
C -0.983 -4.324 7.136 -0.11 0.18 -0.05 -0.7571
H -1.465 -6.420 6.896 -0.05 0.25 0.03 0.4014
H -3.581 -5.961 5.625 0.25 0.07 0.15 0.3925
H -4.234 -3.623 5.123 0.26 -0.08 0.09 0.4255
H -1.967 -0.593 7.444 -0.44 0.31 -0.42 0.4931
H -4.599 0.483 5.311 0.12 -0.02 0.06 0.6330
H -5.513 2.772 5.220 0.16 0.15 0.16 0.4334
H -4.323 4.624 6.446 0.09 -0.09 0.05 0.4268
H -0.692 0.671 7.892 -0.13 0.42 -0.03 0.4633
H 0.511 2.404 9.121 -0.27 0.12 -0.15 0.4191
H -0.315 4.766 9.116 -0.24 -0.16 -0.19 0.3907
H -2.399 5.349 7.850 0.13 -0.35 0.06 0.3773
H -0.772 -2.171 7.207 0.03 -0.34 -0.19 0.4535
H -0.081 -4.498 7.727 -0.31 -0.03 -0.23 0.3953
```
Forces are in eV/Å.

---

(3)
This record from the OMol25 dataset describes C33H39N2O2PPdSi as an isolated structure. The level of theory is ωB97M-V with the def2-TZVPD basis set.

Summary:
Relative energy (zero: lowest compared OMol25 entry of this formula, charge and spin) (kcal per mole): 0.0
Total energy (eV): -62579.2244
Net charge: -2

The geometry in XYZ format:
```
79
Properties=species:S:1:pos:R:3:forces:R:3:mulliken_charge:R:1
Pd -0.174 0.421 -1.062 -0.07 -0.04 0.01 -0.6505
O -4.790 -1.263 -2.495 0.00 0.00 -0.02 -0.8278
C -3.787 -0.566 -2.755 0.01 0.01 0.03 0.3451
O -2.945 -0.695 -3.668 0.00 -0.02 -0.01 -0.6459
C -3.608 0.680 -1.836 -0.05 0.03 -0.03 -1.1009
P -1.945 1.464 -1.788 -0.02 -0.07 -0.05 1.8907
C -1.820 2.343 -3.400 0.10 0.01 -0.01 -0.4169
C -0.697 3.153 -3.578 -0.02 0.01 0.01 -0.0006
C -0.513 3.882 -4.743 0.01 -0.01 0.02 -0.5117
C -1.446 3.791 -5.769 0.02 0.04 -0.05 -0.5068
C -2.549 2.965 -5.617 -0.03 -0.03 0.03 -0.6993
C -2.737 2.243 -4.443 -0.01 0.04 0.02 -0.2393
C -2.468 2.894 -0.720 0.05 -0.02 -0.01 0.6081
C -2.504 2.661 0.656 -0.01 0.02 0.01 -0.6418
C -2.937 3.637 1.539 0.01 -0.02 0.00 -0.5119
C -3.317 4.888 1.066 0.00 0.02 0.00 -0.5167
C -3.272 5.140 -0.297 0.01 -0.02 0.01 -0.6180
C -2.862 4.147 -1.182 -0.01 0.02 0.00 -0.4558
H -3.854 0.410 -0.807 0.01 -0.02 0.00 0.4448
H -4.350 1.429 -2.141 0.01 0.00 0.01 0.5570
H 0.041 3.196 -2.784 0.01 -0.01 0.01 0.1232
H 0.365 4.508 -4.857 0.00 0.00 0.00 0.4181
H -1.303 4.348 -6.689 0.00 0.00 0.00 0.3341
H -3.266 2.866 -6.424 0.00 0.00 0.00 0.3740
H -3.573 1.564 -4.356 -0.01 -0.01 0.01 0.2129
H -2.159 1.700 1.025 0.00 0.00 0.00 0.3591
H -2.960 3.428 2.603 0.00 0.01 0.00 0.4064
H -3.639 5.660 1.756 0.00 0.00 0.00 0.3324
H -3.562 6.113 -0.679 0.00 0.00 0.00 0.3685
H -2.844 4.358 -2.244 0.00 0.00 0.00 0.3151
C 2.864 -1.570 4.085 -0.01 0.01 0.00 -1.4062
C 3.263 -1.425 2.633 0.05 -0.01 0.02 0.8653
C 4.583 -1.614 2.291 -0.02 0.01 -0.02 -1.1207
C 5.070 -1.541 0.944 0.01 0.00 0.01 -0.3592
C 4.520 -0.763 -0.007 -0.02 0.01 -0.01 -1.0860
C 2.231 -0.720 0.595 0.09 0.07 -0.04 0.2652
N 2.209 -1.261 1.813 -0.06 -0.02 -0.01 -0.3116
N 1.337 -0.986 -0.334 0.10 0.02 0.07 0.0839
Si 0.491 -2.505 -0.270 -0.11 0.07 -0.06 0.0759
C -0.893 -2.560 1.000 0.02 -0.01 -0.01 -0.9011
C 1.704 -3.907 0.099 0.06 0.02 0.00 -1.1554
C -0.195 -2.853 -1.976 0.01 -0.07 0.01 -0.8011
H 3.718 -1.809 4.722 0.01 0.00 -0.01 0.4418
H 2.109 -2.352 4.182 0.00 0.00 0.00 0.2512
H 2.411 -0.641 4.440 -0.01 0.00 0.00 0.2340
H 5.258 -1.960 3.067 0.00 0.00 0.00 0.2111
H 5.913 -2.173 0.673 0.00 0.00 0.00 0.3845
H 4.841 -0.866 -1.038 0.01 -0.01 0.00 0.2576
H -0.479 -2.340 1.987 -0.04 0.02 0.01 0.2435
H -1.383 -3.538 1.024 0.01 -0.01 -0.01 0.3306
H -1.642 -1.806 0.748 0.00 0.01 0.03 0.2181
H 2.119 -3.834 1.105 -0.01 0.00 0.01 0.2523
H 2.538 -3.858 -0.608 0.00 -0.02 0.00 0.2823
H 1.215 -4.879 -0.017 0.00 0.00 0.00 0.3558
H -0.956 -2.135 -2.291 0.00 0.02 0.01 0.1716
H -0.632 -3.857 -2.019 -0.01 0.01 -0.01 0.3124
H 0.622 -2.809 -2.703 -0.02 0.00 -0.02 0.1891
C 3.049 0.967 -2.118 -0.02 0.00 0.01 -1.6486
C 3.332 1.392 -0.668 0.02 0.02 0.00 1.8730
C 4.708 2.091 -0.643 0.02 0.01 0.00 -2.1887
C 3.434 0.212 0.323 0.01 -0.04 -0.02 0.2316
C 2.304 2.427 -0.205 -0.02 0.02 0.00 0.1592
C 1.611 2.323 0.999 0.00 -0.02 0.01 0.2230
C 0.723 3.312 1.402 -0.01 0.02 -0.01 -0.7612
C 0.495 4.427 0.611 -0.01 -0.03 0.02 -0.3979
C 1.180 4.547 -0.589 -0.01 0.02 -0.02 -0.6614
C 2.074 3.563 -0.983 0.00 -0.03 0.00 -0.4483
H 3.711 0.155 -2.422 0.01 0.01 0.00 0.3903
H 3.228 1.806 -2.796 0.00 -0.01 -0.01 0.4747
H 2.022 0.627 -2.246 -0.01 0.00 0.02 -0.0757
H 5.489 1.423 -1.011 -0.01 -0.01 0.00 0.4566
H 4.973 2.395 0.373 -0.01 -0.01 0.00 0.4622
H 4.697 2.984 -1.272 -0.01 0.00 0.00 0.4752
H 3.699 0.642 1.299 0.00 0.00 0.00 0.7976
H 1.729 1.451 1.627 0.00 0.00 0.00 0.3381
H 0.175 3.186 2.328 0.00 0.00 0.00 0.4249
H -0.237 5.169 0.906 0.00 0.00 0.00 0.3663
H 0.997 5.398 -1.235 0.01 0.00 0.00 0.2859
H 2.585 3.672 -1.932 -0.01 0.01 0.00 0.1924
```
Forces are in eV/Å.